{
  "formula": "C48H113O25P",
  "method": "ωB97M-V with the def2-TZVPD basis set",
  "species": ["C", "C", "O", "P", "O", "O", "C", "C", "O", "C", "C", "H", "H", "H", "H", "H", "H", "H", "H", "H", "H", "H", "H", "H", "H", "H", "C", "O", "C", "C", "O", "C", "C", "O", "C", "H", "H", "H", "H", "H", "H", "H", "H", "H", "H", "H", "H", "H", "H", "C", "O", "C", "C", "O", "C", "C", "O", "C", "H", "H", "H", "H", "H", "H", "H", "H", "H", "H", "H", "H", "H", "H", "C", "O", "C", "C", "O", "C", "C", "O", "C", "H", "H", "H", "H", "H", "H", "H", "H", "H", "H", "H", "H", "H", "H", "C", "O", "C", "C", "O", "C", "C", "O", "C", "H", "H", "H", "H", "H", "H", "H", "H", "H", "H", "H", "H", "H", "H", "C", "O", "C", "C", "O", "C", "C", "O", "C", "H", "H", "H", "H", "H", "H", "H", "H", "H", "H", "H", "H", "H", "H", "C", "O", "C", "C", "O", "C", "C", "O", "C", "H", "H", "H", "H", "H", "H", "H", "H", "H", "H", "H", "H", "H", "H", "C", "O", "C", "C", "O", "C", "C", "O", "C", "H", "H", "H", "H", "H", "H", "H", "H", "H", "H", "H", "H", "H", "H"],
  "coordinates": [[0.461369, 2.349476, 1.174862], [-0.421487, 2.679009, -0.027192], [-1.771490, 2.206065, 0.095876], [-2.170874, 0.701644, -0.109723], [-1.974657, 0.217297, -1.474887], [-3.693672, 0.806997, 0.289355], [-4.428798, -0.414334, 0.453577], [-5.896190, -0.108113, 0.153198], [-1.414105, -0.037055, 1.062512], [-1.159195, -1.440747, 1.030531], [0.049280, -1.867684, 0.210541], [0.783703, 1.312288, 1.198242], [1.285429, 3.050562, 1.237808], [-0.198089, 2.459571, 2.044464], [-0.527645, 3.762837, -0.119276], [0.043820, 2.394348, -0.975621], [-4.123215, -1.087243, -0.354267], [-4.307982, -0.791654, 1.466680], [-6.391689, 0.382892, 0.993231], [-5.918422, 0.635374, -0.646807], [-6.436979, -1.001381, -0.146142], [-0.976112, -1.737133, 2.069781], [-2.031053, -2.051866, 0.772832], [0.840097, -1.117750, 0.320133], [0.447993, -2.844512, 0.463994], [-0.212172, -1.855267, -0.853510], [-3.605917, 1.077516, -5.838038], [-3.472584, 2.433011, -5.461883], [-4.671094, 2.994053, -4.968540], [-4.543029, 3.472779, -3.523475], [-4.215988, 4.862637, -3.599820], [-4.462705, 5.711650, -2.489118], [-3.898451, 5.310205, -1.146199], [-4.624550, 4.280434, -0.545212], [-4.303567, 4.183585, 0.827279], [-3.717287, 0.402190, -4.989193], [-2.689611, 0.791152, -6.361736], [-4.420467, 0.932573, -6.561545], [-5.490345, 2.269763, -5.024153], [-4.944619, 3.845319, -5.598265], [-3.673877, 2.983460, -3.081506], [-5.486537, 3.333746, -2.997655], [-5.554594, 5.862331, -2.429823], [-4.090593, 6.685705, -2.811118], [-3.904703, 6.136480, -0.418034], [-2.822614, 5.097749, -1.291813], [-4.943163, 3.404949, 1.238403], [-4.498356, 5.148982, 1.309245], [-3.261037, 3.880369, 0.949523], [-2.399866, -6.161439, -2.630207], [-1.199378, -5.555509, -2.262440], [-0.732574, -5.889350, -0.978812], [-1.639314, -5.387332, 0.131384], [-1.164134, -5.766832, 1.383311], [-2.143171, -5.577366, 2.398052], [-1.642230, -6.172079, 3.672265], [-0.689761, -5.317679, 4.278268], [-0.636987, -5.476787, 5.686302], [-2.491575, -7.193087, -2.271628], [-2.462210, -6.127202, -3.717823], [-3.284609, -5.606237, -2.283235], [0.268625, -5.475666, -0.844641], [-0.638075, -6.985792, -0.906105], [-2.679251, -5.737237, -0.020969], [-1.806050, -4.294304, 0.071878], [-3.033525, -6.153275, 2.093875], [-2.438145, -4.522275, 2.433916], [-1.059492, -7.070232, 3.439864], [-2.468250, -6.380962, 4.355172], [-1.610507, -5.372641, 6.164087], [0.012434, -4.667129, 6.020574], [-0.130215, -6.423147, 5.896355], [3.843711, 1.007747, -0.813219], [4.887842, 0.353634, -0.139397], [4.708380, -1.035040, -0.045199], [3.404571, -1.504754, 0.584657], [2.952211, -0.672899, 1.638933], [3.835533, -0.618258, 2.726508], [3.251869, 0.227185, 3.817828], [2.190645, -0.379093, 4.524965], [1.032420, -0.464614, 3.702837], [3.822278, 0.727999, -1.888372], [4.075299, 2.063500, -0.964415], [2.854676, 0.836676, -0.392793], [5.576042, -1.438469, 0.478986], [4.756577, -1.455496, -1.065172], [3.528245, -2.512958, 0.997969], [2.629284, -1.486863, -0.181284], [4.791332, -0.170485, 2.426892], [4.115379, -1.618500, 3.092356], [2.968782, 1.195290, 3.379360], [4.033489, 0.393296, 4.564520], [0.145757, -0.166268, 4.265470], [0.947671, -1.479184, 3.307132], [1.084892, 0.201446, 2.838791], [2.274274, -3.889755, 3.023000], [2.895537, -4.893460, 2.271903], [1.985826, -5.486891, 1.370342], [2.733936, -6.149282, 0.238013], [2.849001, -5.109859, -0.772311], [3.772734, -5.400245, -1.765695], [4.067707, -4.170574, -2.580687], [3.111390, -3.793354, -3.544503], [1.741867, -3.782404, -3.115992], [2.987971, -3.404928, 3.680714], [1.366230, -4.175064, 3.568431], [1.897851, -3.129635, 2.312009], [1.252318, -4.784645, 0.965620], [1.387537, -6.240721, 1.905147], [2.109509, -6.917124, -0.225699], [3.742642, -6.441072, 0.529081], [3.554641, -6.275105, -2.402391], [4.751200, -5.690672, -1.335056], [5.002746, -4.318214, -3.123284], [4.233892, -3.355815, -1.854088], [1.344895, -4.793624, -3.094800], [1.237744, -3.172724, -3.867408], [1.642314, -3.230104, -2.176965], [2.559817, 5.871641, 1.734216], [3.276023, 4.694058, 1.545550], [4.677094, 4.854281, 1.741806], [5.307811, 3.505270, 1.422250], [6.499421, 3.301359, 2.108086], [6.704925, 1.921850, 2.354483], [8.162224, 1.672448, 2.680147], [8.311589, 0.340686, 3.080790], [9.627728, -0.148738, 2.930491], [1.495269, 5.726230, 1.547275], [2.836711, 6.673820, 1.025102], [2.666928, 6.302649, 2.740583], [4.856660, 5.142199, 2.787013], [5.025338, 5.662182, 1.087460], [5.365248, 3.473991, 0.325098], [4.574423, 2.736772, 1.693250], [6.487206, 1.362345, 1.432496], [6.013038, 1.577102, 3.130651], [8.399845, 2.293495, 3.563014], [8.766742, 2.043862, 1.846324], [9.968570, 0.020173, 1.906370], [9.594616, -1.209444, 3.171876], [10.319077, 0.307389, 3.651277], [7.393038, -1.636884, -5.921085], [6.674365, -1.727498, -7.137288], [5.441972, -2.415268, -7.061904], [4.298034, -1.524863, -6.637628], [4.556684, -1.058133, -5.312534], [3.432797, -0.781289, -4.539196], [2.835631, 0.599915, -4.784492], [2.176552, 1.194461, -3.682151], [0.850279, 0.756314, -3.507750], [7.416222, -2.595975, -5.393438], [7.009244, -0.826947, -5.302861], [8.429291, -1.402872, -6.179128], [5.520249, -3.290049, -6.412444], [5.271234, -2.695846, -8.104437], [3.394918, -2.154280, -6.599004], [4.164826, -0.662578, -7.294023], [3.766487, -0.878463, -3.496085], [2.696278, -1.595415, -4.584543], [2.127013, 0.575780, -5.625002], [3.674791, 1.268138, -4.994844], [0.643489, -0.309236, -3.627170], [0.203372, 1.333669, -4.190704], [0.459248, 1.071296, -2.539895], [-6.142852, 8.033772, 4.136720], [-6.938993, 7.093527, 3.492741], [-6.615154, 5.759683, 3.818564], [-7.701402, 4.870777, 3.254233], [-7.239403, 3.536184, 3.418067], [-7.830026, 2.534216, 2.619650], [-9.323249, 2.569442, 2.440440], [-9.697608, 3.700961, 1.657875], [-11.075562, 3.948181, 1.732295], [-5.960430, 7.768863, 5.182998], [-6.653692, 8.998209, 4.103738], [-5.182822, 8.204495, 3.629306], [-6.593195, 5.589761, 4.910348], [-5.628570, 5.452279, 3.452546], [-7.769545, 5.085435, 2.181847], [-8.680253, 5.022081, 3.708361], [-7.556279, 1.562019, 3.024538], [-7.372814, 2.678008, 1.628079], [-9.857191, 2.639761, 3.398336], [-9.664413, 1.693460, 1.872589], [-11.629487, 3.017067, 1.567143], [-11.337845, 4.704423, 0.995914], [-11.356097, 4.378479, 2.705976]],
  "forces_ev_per_a": [[-1.275, -0.075, 0.082], [0.672, 0.682, -0.231], [0.205, -0.024, 0.367], [-0.278, 1.100, -0.882], [0.421, -0.815, -0.065], [-0.036, 0.012, 0.770], [-0.987, 0.338, -1.086], [0.248, 0.746, 0.289], [0.044, -0.451, -0.111], [0.466, -1.618, 1.011], [-0.254, 1.230, -0.958], [0.298, 0.071, -0.283], [0.270, -0.063, 0.006], [0.331, 0.174, 0.126], [-0.094, -0.044, 0.210], [-0.290, -0.428, 0.057], [0.364, -0.352, 0.500], [0.304, -0.247, -0.083], [-0.014, -0.240, 0.092], [-0.033, -0.273, -0.192], [-0.069, -0.045, 0.062], [0.034, 0.392, 0.012], [-0.196, 0.508, -0.386], [-0.165, -0.192, 0.272], [-0.166, -0.094, 0.257], [0.030, -0.124, 0.064], [0.461, 0.040, -0.571], [-0.037, -0.310, -0.099], [-0.310, -0.064, 0.259], [0.508, 0.875, -0.660], [0.372, 0.320, 0.126], [-1.162, -0.015, -0.524], [0.669, 0.592, -0.006], [-0.069, -0.416, -0.211], [-0.149, -0.312, -0.302], [-0.196, 0.042, 0.200], [0.003, 0.108, 0.140], [-0.078, 0.033, 0.241], [0.070, -0.109, -0.060], [0.012, 0.035, 0.081], [-0.419, -0.504, 0.403], [0.075, -0.131, 0.340], [0.076, -0.203, 0.386], [0.363, -0.071, 0.230], [-0.127, 0.457, -0.516], [-0.162, -0.488, 0.128], [0.011, 0.080, 0.162], [0.044, -0.089, 0.181], [0.015, 0.103, 0.164], [-0.881, 0.126, -0.302], [0.605, 0.443, 0.152], [0.031, -0.411, 0.359], [-1.267, 0.692, -0.508], [0.160, -0.066, 0.328], [-0.296, -0.640, -1.011], [1.102, 0.263, 0.212], [-0.735, 0.676, 0.304], [1.062, 0.347, -0.642], [0.167, -0.028, -0.074], [0.149, -0.221, -0.004], [0.171, -0.046, 0.196], [-0.073, 0.132, -0.307], [-0.068, 0.092, 0.148], [0.296, -0.480, 0.045], [0.598, -0.020, -0.063], [-0.033, 0.125, 0.084], [0.156, 0.014, 0.411], [-0.679, -0.455, -0.133], [-0.055, -0.071, -0.011], [-0.115, -0.215, 0.001], [-0.060, -0.076, 0.249], [-0.324, -0.114, 0.430], [0.170, 0.115, -2.030], [-0.124, 0.362, 0.674], [0.550, -0.401, -0.648], [0.055, 0.308, 0.297], [-0.223, -0.040, -0.440], [0.922, -0.130, -0.001], [0.458, -0.056, 0.509], [-0.336, 0.446, -0.522], [-0.240, -0.012, -0.071], [-0.191, -0.556, 0.498], [-0.031, 0.098, 0.935], [0.009, 0.197, 0.253], [0.016, 0.208, 0.163], [-0.074, -0.089, 0.146], [0.042, -0.177, -0.478], [0.001, -0.189, 0.180], [-0.080, 0.151, -0.100], [-0.370, -0.027, 0.001], [-0.153, -0.029, 0.173], [0.005, 0.107, -0.082], [0.047, -0.284, 0.226], [-0.260, 0.028, 0.108], [0.119, -0.040, 0.195], [-0.823, 1.144, -0.546], [0.076, -0.177, -0.144], [-0.037, -1.182, 0.629], [-0.623, 1.733, -0.990], [-0.126, -0.431, 0.602], [1.398, -0.565, -0.398], [-0.128, 0.412, 0.099], [-0.241, -0.226, -0.044], [0.870, 0.786, -0.466], [0.110, -0.212, 0.107], [0.312, -0.570, 0.157], [0.217, 0.091, 0.253], [0.242, 0.231, 0.006], [0.059, 0.089, -0.003], [0.368, -0.511, 0.327], [-0.123, -0.446, 0.116], [-0.660, 0.202, 0.034], [-0.158, 0.168, 0.273], [-0.045, -0.006, -0.064], [-0.100, -0.051, -0.166], [-0.251, 0.048, 0.273], [-0.230, -0.310, -0.087], [-0.083, -0.397, 0.221], [-0.344, 1.225, -0.204], [0.004, -0.306, -0.114], [-0.390, 0.101, 0.446], [-1.276, 0.420, -0.388], [0.606, 0.092, 0.105], [0.053, -0.418, -1.010], [-0.618, 1.319, 1.587], [0.103, -0.484, -0.659], [-0.184, -0.023, 0.346], [0.046, -0.487, 0.122], [0.294, -0.265, 0.078], [0.107, -0.261, 0.009], [0.157, -0.060, -0.079], [0.201, -0.071, 0.054], [0.622, -0.373, 0.069], [-0.063, 0.045, 0.097], [-0.174, -0.041, 0.186], [0.220, -0.030, 0.167], [0.223, 0.186, -0.320], [0.208, -0.580, -0.091], [0.203, -0.131, 0.033], [0.010, -0.058, -0.230], [-0.017, 0.209, -0.173], [0.421, 0.224, -0.299], [0.256, -0.139, 0.181], [0.275, 0.796, -0.694], [-0.177, -0.276, 0.989], [0.303, -0.158, -0.551], [-0.545, -0.560, 1.439], [-0.004, 0.419, -0.213], [0.279, -0.754, 0.487], [-1.143, 1.038, -0.234], [-0.259, 0.074, 0.137], [-0.094, -0.206, 0.257], [-0.092, 0.024, -0.092], [-0.073, -0.074, 0.019], [-0.262, -0.411, 0.142], [-0.044, 0.229, -0.269], [-0.011, -0.148, -0.253], [0.050, 0.481, -0.091], [-0.033, 0.150, -0.517], [0.283, 0.088, -0.160], [-0.103, -0.034, -0.270], [0.393, -0.082, -0.041], [0.040, -0.447, -0.242], [0.471, -0.261, 0.228], [0.378, 0.819, 0.102], [-0.256, -0.541, -0.067], [-0.350, -0.241, 0.793], [0.791, -0.311, -1.215], [-0.313, -0.266, 1.129], [0.327, 0.731, -0.934], [-0.643, 0.699, -0.224], [0.334, 0.010, -0.027], [-0.112, 0.167, 0.234], [0.025, -0.004, 0.006], [-0.139, -0.112, 0.068], [0.052, -0.334, 0.069], [0.073, 0.364, -0.087], [-0.093, 0.084, -0.264], [-0.246, 0.096, 0.073], [0.034, 0.145, 0.143], [0.198, 0.041, 0.112], [-0.204, -0.497, -0.148], [0.156, -0.284, 0.069], [0.151, -0.283, 0.396], [-0.220, 0.163, -0.071], [0.057, -0.179, -0.234], [0.036, -0.269, 0.056]],
  "e_tot_ha": -4118.6643,
  "largest_force_ha_per_bohr": 0.042,
  "e_homo_ev": -9.00,
  "smiles": "CCOP(=O)(OCC)OCC.COCCOCCOC.COCCOCCOC.COCCOCCOC.COCCOCCOC.COCCOCCOC.COCCOCCOC.COCCOCCOC",
  "orbital_gap_ev": 9.37,
  "de_lowest_kcal_mol": 0.0
}